Entry from the Open Molecules 2025 dataset: an isolated molecule of C18H25NO7 in a non-equilibrium geometry (the ωB97M-V functional and the def2-TZVPD basis).

Geometry as ORCA input:
```
! RIJCOSX wB97M-V def2-TZVPD def2/J DEFGRID3
* xyz 0 1
C -0.0285 -3.8190 4.1554
C -1.2390 -3.1190 4.7543
O -1.9265 -2.3411 3.7675
C -1.4583 -1.1211 3.5207
O -0.5447 -0.6012 4.0981
C -2.2459 -0.4713 2.3833
C -2.0346 1.0413 2.3661
C -2.9890 1.7416 1.3979
C -2.5637 3.1875 1.1027
C -1.8227 3.3484 -0.2252
C -0.5470 2.5170 -0.3150
O 0.0780 2.8338 -1.5524
C 1.1028 2.0859 -1.9909
C 1.6178 0.9613 -1.3372
C 2.6682 0.2656 -1.8959
C 3.2233 0.6819 -3.1012
N 4.3111 -0.0467 -3.6721
O 4.7750 0.3524 -4.7234
O 4.7138 -1.0290 -3.0779
C 2.7212 1.8051 -3.7585
C 1.6719 2.4963 -3.2075
C -1.6960 -1.1116 1.1147
O -0.7541 -0.6866 0.4962
O -2.3659 -2.2128 0.8071
C -1.9199 -2.9568 -0.3329
C -2.4482 -2.3611 -1.6292
H 0.4393 -4.4460 4.9087
H -0.3304 -4.4387 3.3143
H 0.6951 -3.0835 3.8119
H -0.9327 -2.4599 5.5727
H -1.9780 -3.8394 5.1095
H -3.2949 -0.7556 2.4864
H -0.9989 1.2278 2.0838
H -2.1763 1.4334 3.3742
H -3.0390 1.1825 0.4617
H -3.9910 1.7331 1.8316
H -3.4474 3.8263 1.0632
H -1.9350 3.5512 1.9171
H -1.5588 4.3981 -0.3665
H -2.4795 3.0607 -1.0487
H -0.7805 1.4499 -0.2756
H 0.1339 2.7659 0.5096
H 1.1963 0.6146 -0.4084
H 3.0732 -0.6070 -1.4068
H 3.1672 2.1110 -4.6922
H 1.2602 3.3665 -3.6930
H -2.3060 -3.9654 -0.1757
H -0.8253 -2.9710 -0.3406
H -2.1539 -2.9910 -2.4634
H -3.5331 -2.2954 -1.5990
H -2.0353 -1.3667 -1.7804
*
```

Properties
Electronic energy (hartree): -1282.27046
Energy relative to the best compared isomer or geometry (same formula, charge and spin) (eV): 1.168
SMILES: CCOC(=O)C(CCCCCOc1ccc([N+](=O)[O-])cc1)C(=O)OCC
LUMO level (eV): 0.0
Gap between HOMO and LUMO (eV): 8.9

What are the Löwdin partial charges on each atom? They are as follows, in elementary charge units: -0.06, -0.20, 0.01, -0.46, 0.14, -0.11, -0.15, -0.19, -0.19, -0.17, -0.19, -0.02, -0.25, 0.01, 0.02, -0.17, -0.37, 0.07, 0.07, 0.01, 0.01, -0.46, 0.12, 0.02, -0.20, -0.06, 0.08, 0.08, 0.08, 0.12, 0.12, 0.17, 0.11, 0.13, 0.11, 0.11, 0.11, 0.11, 0.12, 0.12, 0.10, 0.14, 0.10, 0.12, 0.12, 0.12, 0.13, 0.13, 0.08, 0.08, 0.07

=====

Entry from the Open Molecules 2025 dataset: a structure of composition C33H46BBrMnN12OS3Se in a non-equilibrium geometry (the ωB97M-V functional and the def2-TZVPD basis).

Geometry as ORCA input:
```
! RIJCOSX wB97M-V def2-TZVPD def2/J DEFGRID3
* xyz 0 2
Mn 0.0406 -0.8640 -0.8359
C 4.2191 -3.5523 1.8543
C 3.0347 -2.9040 1.1250
C 2.1662 -3.9307 0.3988
C 3.5829 -1.9181 0.0960
N 2.1720 -2.2638 2.1260
C 1.7794 -2.9435 3.2558
C 0.8463 -2.1987 3.8825
N 0.6327 -1.0696 3.1464
B -0.4560 -0.0512 3.5449
N -1.8318 -0.4252 2.9548
C -2.9496 0.1272 3.5149
C -4.0386 -0.4477 2.9658
N -3.6068 -1.3750 2.0483
C -2.2448 -1.3249 2.0414
S -1.2393 -2.3165 1.0976
C -4.4733 -2.3506 1.3699
C -4.2565 -2.3088 -0.1424
C -4.1402 -3.7458 1.9061
C -5.9399 -2.0182 1.6483
N 0.0196 1.3491 3.1573
C 1.1571 1.8388 3.7425
C 1.4831 3.0018 3.1481
N 0.5358 3.2540 2.1879
C -0.3619 2.2277 2.2073
S -1.7549 2.1105 1.2852
C 0.4662 4.4445 1.3479
C 1.7096 5.3039 1.5703
C 0.3950 4.0400 -0.1245
C -0.7856 5.2308 1.7500
C 1.4246 -1.1311 2.0613
S 1.5285 0.1049 0.8921
H 4.9745 -3.8458 1.1327
H 3.9300 -4.4428 2.4026
H 4.6697 -2.8438 2.5462
H 2.7394 -4.4294 -0.3758
H 1.3261 -3.4049 -0.0698
H 1.7634 -4.6728 1.0819
H 4.3293 -2.4240 -0.5115
H 4.0379 -1.0566 0.5790
H 2.7735 -1.5801 -0.5632
H 2.1769 -3.9001 3.5202
H 0.3192 -2.3757 4.7963
H -0.5399 -0.0872 4.7382
H -2.8756 0.8925 4.2599
H -5.0676 -0.2370 3.1509
H -3.2412 -2.5999 -0.3981
H -4.4476 -1.3111 -0.5288
H -4.9339 -3.0024 -0.6328
H -3.0940 -3.9765 1.7204
H -4.7477 -4.4856 1.3956
H -4.3295 -3.8096 2.9759
H -6.1746 -1.0079 1.3202
H -6.1893 -2.1287 2.7014
H -6.5596 -2.7054 1.0804
H 1.6265 1.3171 4.5504
H 2.3110 3.6466 3.3468
H 2.6103 4.7626 1.2909
H 1.7835 5.6298 2.6038
H 1.6360 6.1916 0.9504
H 1.1986 3.3558 -0.3832
H 0.4647 4.9258 -0.7495
H -0.5454 3.5427 -0.3361
H -0.7151 5.5422 2.7909
H -1.6664 4.6030 1.6330
H -0.8942 6.1073 1.1186
O -4.0872 4.0627 -4.3045
C -2.9947 3.4639 -3.8038
C -1.6977 3.9214 -4.0473
C -0.6430 3.2281 -3.4894
N -0.8021 2.1556 -2.7355
C -2.0251 1.7276 -2.5145
Br -2.1362 0.1463 -1.4644
C -3.1650 2.3278 -3.0125
H -3.8432 4.8287 -4.8404
H -1.5218 4.7960 -4.6546
H 0.3857 3.5223 -3.6480
H -4.1417 1.9286 -2.8092
N 0.1512 -2.5254 -1.9867
C -0.8113 -2.9563 -2.5260
N -1.6611 -3.5563 -3.2006
C -2.9119 -3.4086 -3.4616
N -4.0259 -3.3538 -3.7574
C 4.5475 1.4118 -2.0750
N 4.2687 0.3728 -3.0233
C 5.1688 -0.3356 -3.7673
C 4.4643 -1.1990 -4.5399
N 3.1412 -1.0094 -4.2629
C 2.0324 -1.6952 -4.8630
C 3.0215 -0.0506 -3.3217
Se 1.4472 0.7392 -2.7521
H 5.6033 1.6667 -2.1139
H 4.2723 1.0868 -1.0695
H 3.9409 2.2862 -2.3169
H 6.2239 -0.1696 -3.7002
H 4.7991 -1.9110 -5.2660
H 2.3792 -2.2475 -5.7330
H 1.2837 -0.9612 -5.1635
H 1.5700 -2.3731 -4.1405
*
```

Properties
Electronic energy (hartree): -9363.35155
LUMO level (alpha / beta) (eV): 0.2 / 0.3
Gap between HOMO and LUMO (alpha / beta) (eV): 6.8 / 6.9

What are the Löwdin partial charges on each atom? They are as follows, in elementary charge units: 0.03, -0.03, -0.54, -0.02, -0.10, 0.00, -0.05, -0.05, 0.02, -0.60, 0.03, -0.09, -0.04, 0.01, -0.63, 0.74, -0.55, -0.08, -0.04, -0.05, 0.01, -0.08, -0.06, -0.01, -0.73, 0.68, -0.56, -0.05, -0.06, -0.05, -0.66, 0.73, 0.08, 0.07, 0.09, 0.09, 0.04, 0.09, 0.09, 0.07, 0.02, 0.12, 0.12, 0.13, 0.13, 0.11, 0.01, 0.05, 0.09, 0.03, 0.09, 0.09, 0.09, 0.08, 0.09, 0.12, 0.11, 0.09, 0.08, 0.09, 0.08, 0.08, 0.01, 0.09, 0.02, 0.08, 0.09, -0.31, 0.01, -0.16, -0.10, -0.64, 0.93, -0.01, 0.12, 0.11, 0.10, 0.12, 0.02, -0.37, 0.11, -0.42, 0.10, -0.04, -0.13, -0.05, -0.04, -0.12, -0.03, -0.65, 0.79, 0.09, 0.09, 0.08, 0.12, 0.12, 0.09, 0.08, 0.08

=====

Entry from the Open Molecules 2025 dataset: a structure of composition C28H25BeF5NOS in a non-equilibrium geometry (the ωB97M-V functional and the def2-TZVPD basis).

Geometry as ORCA input:
```
! RIJCOSX wB97M-V def2-TZVPD def2/J DEFGRID3
* xyz -1 1
C -0.1709 -1.7139 2.4356
C 0.4411 -0.4141 2.4241
C -0.4416 0.4926 1.7862
H 1.3618 -0.1479 2.9405
C -1.5507 -0.2382 1.2959
C -1.4101 -1.6043 1.7041
H -2.4176 0.1752 0.7809
C 2.3396 -2.1561 -0.7287
C 2.7356 -1.5012 0.4795
C 2.6790 -0.0974 0.2564
H 3.1282 -1.9864 1.3686
C 2.1718 0.1185 -1.0583
C 1.9708 -1.1515 -1.6656
H -0.3402 1.5777 1.7881
H -2.1673 -2.3784 1.6113
H 0.1629 -2.5773 3.0058
H 1.6337 -1.3005 -2.6902
H 2.9963 0.6923 0.9399
H 2.4005 -3.2190 -0.9342
Be 0.1769 -1.5606 0.6591
C 1.9169 1.4304 -1.7395
C 2.4928 1.3626 -3.1591
C 2.5582 2.5891 -0.9667
H 3.5637 1.1354 -3.1028
H 2.3468 2.3212 -3.6601
H 1.9984 0.5845 -3.7471
H 3.6371 2.4172 -0.8737
H 2.1256 2.6935 0.0368
H 2.3937 3.5208 -1.5187
C 0.3709 1.6274 -1.7611
C -0.1420 2.8607 -2.5020
H 0.0168 1.6678 -0.7164
H -0.1282 0.7528 -2.2193
O 0.5015 3.4907 -3.3436
N -1.4075 3.2742 -2.1823
C -2.3101 2.7430 -1.1656
H -1.7642 4.0165 -2.7707
C -2.0833 3.3534 0.2032
C -2.9345 2.9948 1.2539
H -3.7553 2.3017 1.0461
C -2.7339 3.5121 2.5352
H -3.3931 3.2032 3.3480
C -1.6981 4.4251 2.7732
H -1.5507 4.8432 3.7715
C -0.8572 4.8023 1.7214
H -0.0456 5.5141 1.8788
C -1.0525 4.2725 0.4368
H -0.4133 4.5872 -0.3929
H -2.2080 1.6457 -1.1096
H -3.3434 2.9464 -1.4866
F -0.7790 -8.2310 1.2681
C -0.7224 -6.9803 0.7801
C -1.6453 -6.5584 -0.1812
F -2.6036 -7.4017 -0.6177
C -1.5642 -5.2683 -0.6831
F -2.4586 -4.8517 -1.6057
C -0.5792 -4.3491 -0.2549
S -0.5404 -2.8075 -0.9921
C 0.3246 -4.8194 0.7202
F 1.3355 -4.0299 1.1906
C 0.2652 -6.1050 1.2312
F 1.1665 -6.4967 2.1586
*
```

Properties
Electronic energy (hartree): -2124.26823
Energy relative to the best compared isomer or geometry (same formula, charge and spin) (eV): 0.000
LUMO level (eV): 2.5
Gap between HOMO and LUMO (eV): 5.8

What are the Löwdin partial charges on each atom? They are as follows, in elementary charge units: -0.18, -0.12, -0.10, 0.11, -0.12, -0.21, 0.09, -0.25, -0.20, -0.13, 0.08, -0.28, -0.18, 0.10, 0.11, 0.12, 0.08, 0.09, 0.08, 0.23, -0.50, -0.05, -0.05, 0.09, 0.06, 0.08, 0.09, 0.08, 0.08, -0.04, -0.46, 0.10, 0.14, 0.02, 0.04, -0.14, 0.14, -0.22, -0.07, 0.12, -0.09, 0.10, -0.10, 0.10, -0.08, 0.10, -0.04, 0.11, 0.12, 0.13, 0.09, -0.15, -0.14, 0.09, -0.24, 0.05, -0.52, 0.83, -0.20, 0.05, -0.14, 0.10

=====

Entry from the Open Molecules 2025 dataset: a cluster of 2 separate species, C5H12NO in total in a non-equilibrium geometry (the ωB97M-V functional and the def2-TZVPD basis).

Geometry as ORCA input:
```
! RIJCOSX wB97M-V def2-TZVPD def2/J DEFGRID3
* xyz 2 2
O -1.3695 1.6376 -0.3362
C -1.5365 1.0396 0.6446
C -0.7411 -0.5093 0.7028
C -0.1582 -0.7840 -0.7417
C 1.4420 -0.5759 -0.9432
C 2.2450 -0.0666 0.1317
N -2.0529 -0.4210 0.7971
H -1.9311 1.6575 1.4865
H -0.1971 -0.9837 1.4974
H -0.6096 -0.1450 -1.4923
H -0.5099 -1.7955 -0.9631
H 1.7992 -1.6197 -1.1598
H 1.5379 0.0738 -1.7870
H 2.2288 1.0133 0.2492
H 3.2347 -0.4697 0.6757
H 1.9539 -0.6183 1.1243
H -2.5530 -0.9326 1.5929
H 4.9640 0.5462 -0.4819
H 4.4327 0.0333 -0.6703
*
```

Properties
Electronic energy (hartree): -326.65583
Energy relative to the best compared isomer or geometry (same formula, charge and spin) (eV): 8.904
LUMO level (alpha / beta) (eV): -11.8 / -13.9
Gap between HOMO and LUMO (alpha / beta) (eV): 8.4 / 6.3

What are the Löwdin partial charges on each atom? They are as follows, in elementary charge units: 0.25, -0.24, -0.08, 0.00, -0.13, 0.00, 0.25, 0.20, 0.16, 0.13, 0.16, 0.18, 0.14, 0.13, 0.20, 0.20, 0.24, 0.14, 0.07

=====

Entry from the Open Molecules 2025 dataset: an isolated molecule of C5H8O (the ωB97M-V functional and the def2-TZVPD basis).

Geometry as ORCA input:
```
! RIJCOSX wB97M-V def2-TZVPD def2/J DEFGRID3
* xyz 0 1
C -1.0352 1.1961 -0.5427
C 0.2856 0.4434 -0.8240
C 0.0189 -1.0415 -0.7479
C 0.4423 -1.4903 0.4271
C 0.8742 -0.2962 1.2540
O 1.1524 0.6954 0.2832
H -0.9535 1.4385 0.5108
H -1.1454 2.1226 -1.0951
H -1.9677 0.6303 -0.6741
H 0.8617 0.7614 -1.7115
H -0.6260 -1.5471 -1.4606
H 0.3235 -2.4824 0.8412
H 1.7777 -0.3993 1.8667
H -0.0085 -0.0309 1.8728
*
```

Properties
Electronic energy (hartree): -270.50550
Energy relative to the best compared isomer or geometry (same formula, charge and spin) (eV): 1.426
SMILES: C[C@@H]1C=CCO1
LUMO level (eV): 1.1
Gap between HOMO and LUMO (eV): 10.3

What are the Löwdin partial charges on each atom? They are as follows, in elementary charge units: -0.03, -0.36, -0.06, -0.05, -0.20, -0.13, 0.07, 0.07, 0.08, 0.15, 0.11, 0.10, 0.12, 0.12

=====

Entry from the Open Molecules 2025 dataset: the ion C5H6N4S with charge +2 in a non-equilibrium geometry (the ωB97M-V functional and the def2-TZVPD basis).

Geometry as ORCA input:
```
! RIJCOSX wB97M-V def2-TZVPD def2/J DEFGRID3
* xyz 2 1
C 1.0541 0.5723 2.0440
C -1.4065 0.3824 -1.5905
C -0.4473 0.1919 0.3901
C 2.1319 -0.1636 0.0103
C -0.0682 -0.9514 -0.4561
N -0.1082 0.5242 1.6228
N 2.1482 0.3242 1.2149
N -0.7364 -0.7627 -1.6335
N -1.3078 0.9314 -0.4202
S 2.8174 -0.4133 -1.3426
H 1.1664 0.8348 3.1832
H -2.1469 0.7266 -2.3703
H 0.3956 -1.9649 -0.4095
H 3.0553 0.1107 1.7647
H -0.6786 -1.1197 -2.5456
H -1.5713 1.7987 0.0201
*
```

Properties
Electronic energy (hartree): -810.60286
Energy relative to the best compared isomer or geometry (same formula, charge and spin) (eV): 0.000
LUMO level (eV): -10.1
Gap between HOMO and LUMO (eV): 7.4

What are the Löwdin partial charges on each atom? They are as follows, in elementary charge units: -0.08, -0.02, -0.22, -0.60, -0.02, 0.17, 0.08, 0.14, 0.22, 1.10, 0.22, 0.21, 0.17, 0.25, 0.18, 0.21

=====

Repeat the sixth record exactly.
Entry from the Open Molecules 2025 dataset: the ion C5H6N4S with charge +2 in a non-equilibrium geometry (the ωB97M-V functional and the def2-TZVPD basis).

Geometry as ORCA input:
```
! RIJCOSX wB97M-V def2-TZVPD def2/J DEFGRID3
* xyz 2 1
C 1.0541 0.5723 2.0440
C -1.4065 0.3824 -1.5905
C -0.4473 0.1919 0.3901
C 2.1319 -0.1636 0.0103
C -0.0682 -0.9514 -0.4561
N -0.1082 0.5242 1.6228
N 2.1482 0.3242 1.2149
N -0.7364 -0.7627 -1.6335
N -1.3078 0.9314 -0.4202
S 2.8174 -0.4133 -1.3426
H 1.1664 0.8348 3.1832
H -2.1469 0.7266 -2.3703
H 0.3956 -1.9649 -0.4095
H 3.0553 0.1107 1.7647
H -0.6786 -1.1197 -2.5456
H -1.5713 1.7987 0.0201
*
```

Properties
Electronic energy (hartree): -810.60286
Energy relative to the best compared isomer or geometry (same formula, charge and spin) (eV): 0.000
LUMO level (eV): -10.1
Gap between HOMO and LUMO (eV): 7.4

What are the Löwdin partial charges on each atom? They are as follows, in elementary charge units: -0.08, -0.02, -0.22, -0.60, -0.02, 0.17, 0.08, 0.14, 0.22, 1.10, 0.22, 0.21, 0.17, 0.25, 0.18, 0.21

=====

Please write out number 5 again, unchanged.
Entry from the Open Molecules 2025 dataset: an isolated molecule of C5H8O (the ωB97M-V functional and the def2-TZVPD basis).

Geometry as ORCA input:
```
! RIJCOSX wB97M-V def2-TZVPD def2/J DEFGRID3
* xyz 0 1
C -1.0352 1.1961 -0.5427
C 0.2856 0.4434 -0.8240
C 0.0189 -1.0415 -0.7479
C 0.4423 -1.4903 0.4271
C 0.8742 -0.2962 1.2540
O 1.1524 0.6954 0.2832
H -0.9535 1.4385 0.5108
H -1.1454 2.1226 -1.0951
H -1.9677 0.6303 -0.6741
H 0.8617 0.7614 -1.7115
H -0.6260 -1.5471 -1.4606
H 0.3235 -2.4824 0.8412
H 1.7777 -0.3993 1.8667
H -0.0085 -0.0309 1.8728
*
```

Properties
Electronic energy (hartree): -270.50550
Energy relative to the best compared isomer or geometry (same formula, charge and spin) (eV): 1.426
SMILES: C[C@@H]1C=CCO1
LUMO level (eV): 1.1
Gap between HOMO and LUMO (eV): 10.3

What are the Löwdin partial charges on each atom? They are as follows, in elementary charge units: -0.03, -0.36, -0.06, -0.05, -0.20, -0.13, 0.07, 0.07, 0.08, 0.15, 0.11, 0.10, 0.12, 0.12